{"formula": "C27H27N5O3", "method": "ωB97M-V/def2-TZVPD", "elements": ["O", "O", "O", "N", "N", "N", "N", "N", "C", "C", "C", "C", "C", "C", "C", "C", "C", "C", "C", "C", "C", "C", "C", "C", "C", "C", "C", "C", "C", "C", "C", "C", "C", "C", "C", "H", "H", "H", "H", "H", "H", "H", "H", "H", "H", "H", "H", "H", "H", "H", "H", "H", "H", "H", "H", "H", "H", "H", "H", "H", "H", "H"], "positions_angstrom": [[-2.08, 1.24, 2.53], [7.38, 0.11, -2.97], [2.37, 0.77, 1.98], [5.35, -1.30, -0.42], [6.85, -1.92, -1.97], [1.18, -1.21, 2.33], [2.00, -7.78, 6.41], [0.14, 0.87, 2.21], [4.73, 1.72, -2.78], [3.39, -4.70, 2.90], [4.49, 1.69, -4.16], [-1.15, 0.41, 2.40], [5.19, -3.63, -1.42], [7.02, -3.03, 0.24], [2.15, -6.85, 5.70], [4.41, -1.23, 0.55], [5.56, 3.84, -4.39], [3.95, -2.33, 1.27], [5.77, 3.89, -3.01], [7.81, -2.68, -2.74], [4.39, 0.50, -1.92], [2.36, -5.70, 4.85], [1.32, 0.14, 2.16], [5.63, -0.09, -1.21], [-0.04, -1.72, 2.45], [4.92, 2.74, -4.96], [6.72, -0.57, -2.19], [1.74, -4.48, 5.13], [1.97, -3.36, 4.32], [2.78, -3.43, 3.15], [3.04, -2.27, 2.34], [6.09, -2.51, -0.87], [-1.19, -1.00, 2.44], [5.36, 2.83, -2.20], [3.21, -5.79, 3.75], [1.04, -4.41, 5.97], [3.94, -0.26, 0.71], [-0.12, -2.81, 2.57], [1.47, -2.42, 4.56], [4.43, -3.27, 1.07], [5.81, -4.50, -1.68], [8.60, -3.05, -2.07], [8.24, -2.05, -3.52], [4.01, 0.80, -4.58], [2.93, -1.26, 2.82], [7.82, -2.31, 0.45], [4.65, -3.30, -2.31], [6.47, -3.20, 1.16], [-2.14, -1.47, 2.64], [6.09, 0.71, -0.59], [4.02, -4.85, 2.01], [7.48, -3.98, -0.07], [6.28, 4.73, -2.56], [5.90, 4.66, -5.02], [4.46, -3.96, -0.69], [4.76, 2.68, -6.03], [0.27, 1.85, 2.29], [3.95, -0.29, -2.56], [5.56, 2.83, -1.12], [3.67, 0.75, -1.12], [3.68, -6.75, 3.53], [7.30, -3.54, -3.19]], "lowdin_charge": [0.010, 0.082, 0.004, 0.031, -0.044, 0.048, 0.157, 0.194, -0.229, 0.001, -0.042, -0.477, 0.004, 0.009, -0.161, 0.016, -0.086, -0.058, -0.074, -0.012, -0.074, -0.231, -0.508, -0.155, -0.145, -0.078, -0.365, -0.009, 0.000, -0.173, -0.019, -0.445, -0.013, -0.039, -0.021, 0.127, 0.116, 0.120, 0.118, 0.047, 0.088, 0.096, 0.100, 0.113, 0.125, 0.104, 0.102, 0.077, 0.104, 0.165, 0.109, 0.090, 0.103, 0.102, 0.067, 0.102, 0.145, 0.129, 0.116, 0.121, 0.124, 0.091], "molar_mass_g_mol": 469.54, "homo_ev": -8.26, "orbital_gap_ev": 6.6, "relative_energy_ev": 3.546, "largest_force_ev_per_a": 3.87}

***

{"formula": "C5H8O2", "method": "ωB97M-V/def2-TZVPD", "elements": ["O", "O", "C", "C", "C", "C", "C", "H", "H", "H", "H", "H", "H", "H", "H"], "positions_angstrom": [[-1.85, -0.90, -0.93], [0.93, 1.82, -1.51], [-0.14, 0.67, -0.45], [-0.56, -0.48, -1.33], [0.10, -0.29, 1.60], [1.44, -0.38, 1.63], [1.33, 1.11, -0.60], [-0.42, 0.51, 2.11], [-0.92, 1.40, -0.23], [1.98, -1.23, 1.23], [-0.56, -0.11, -2.36], [-0.53, -1.13, 1.30], [0.18, -1.29, -1.26], [2.06, 0.37, 2.12], [-2.12, -1.62, -1.51]], "lowdin_charge": [-0.058, 0.023, -0.101, -0.275, -0.122, -0.065, -0.146, 0.076, 0.125, 0.061, 0.129, 0.068, 0.132, 0.056, 0.098], "molar_mass_g_mol": 100.12, "homo_ev": [-8.15, -8.16], "orbital_gap_ev": [8.1, 8.1], "relative_energy_ev": 5.983, "largest_force_ev_per_a": 0.59}

***

{"formula": "C3H7NO2", "method": "ωB97M-V/def2-TZVPD", "elements": ["O", "O", "N", "C", "C", "C", "H", "H", "H", "H", "H", "H", "H"], "positions_angstrom": [[-0.79, -1.40, 0.57], [-0.46, 0.50, -0.65], [2.04, 0.94, 0.88], [1.00, 0.01, 1.16], [-0.06, -0.27, 0.38], [-1.53, 0.02, -1.47], [-2.48, 0.00, -0.91], [-0.19, -2.00, 1.03], [1.76, 1.91, 1.00], [1.07, -0.55, 2.09], [-1.32, -0.97, -1.86], [-1.61, 0.74, -2.29], [2.38, 0.83, -0.06]], "lowdin_charge": [0.059, -0.045, 0.008, -0.175, -0.423, -0.060, 0.096, 0.117, 0.068, 0.101, 0.093, 0.093, 0.068], "molar_mass_g_mol": 89.09, "homo_ev": -8.08, "orbital_gap_ev": 8.9, "smiles": "CO/C(O)=C\\N", "relative_energy_ev": 2.338, "largest_force_ev_per_a": 0.36}